No. 1
An isolated ion of composition C6H6N3O2 and charge -1 in a non-equilibrium geometry. Source: the Open Molecules 2025 dataset; level of theory: the ωB97M-V functional and the def2-TZVPD basis.

Element x y z (Å)
O (0.029, 2.205, -0.870)
O (-3.268, -0.955, 0.197)
N (2.582, -0.054, 0.185)
N (0.878, 0.423, 1.391)
N (2.125, 0.490, 1.362)
C (1.425, -0.514, -0.642)
C (-0.826, -1.005, 0.526)
C (-2.213, -0.339, 0.117)
C (-1.913, 0.926, -0.363)
C (-0.563, 1.208, -0.423)
C (0.245, -0.034, 0.222)
H (1.306, -1.516, -0.741)
H (1.362, 0.026, -1.679)
H (3.069, 0.598, -0.292)
H (-0.932, -1.334, 1.599)
H (-2.616, 1.820, -0.738)
H (-0.688, -1.945, 0.149)

Values from the calculation:
Net charge: -1
Largest force on an atom, eV/A: 4.70
LUMO level, eV: 3.78
SMILES: O=C1C=C([O-])C[C@@]12CNN=N2

No. 2
C34H37BrF4FeN4P as an isolated structure. Source: the Open Molecules 2025 dataset; level of theory: the ωB97M-V functional and the def2-TZVPD basis.

Element x y z (Å)
Br (-2.677, -0.030, 2.658)
Fe (0.695, -0.221, 0.044)
P (0.113, 1.731, 1.755)
F (-1.401, 5.171, 5.268)
F (-3.645, 3.804, 5.918)
F (-4.201, 1.484, 4.716)
F (0.258, 4.245, 3.445)
N (4.945, -0.337, -1.164)
N (4.943, 1.315, 0.591)
N (4.162, 1.912, -1.622)
N (2.801, 0.416, -0.228)
C (3.032, -0.437, 4.591)
C (-0.842, 3.524, 3.686)
C (0.429, -1.038, -2.151)
C (2.817, 1.522, -1.254)
C (-1.687, 4.031, 4.656)
C (0.058, 4.826, -0.808)
C (3.596, -0.719, -0.801)
C (1.853, -3.205, -1.693)
C (-0.193, -2.378, -0.403)
C (2.154, -1.116, 3.762)
C (-0.224, -3.556, 0.531)
C (-2.255, 1.645, 3.382)
C (0.648, 3.262, 0.938)
C (4.870, 0.743, -2.154)
C (-1.639, 0.523, -2.301)
C (1.308, -0.394, 2.928)
C (0.803, -2.171, -1.383)
C (3.042, 0.955, 4.602)
C (1.052, -0.570, -3.437)
C (3.599, 0.916, 0.946)
C (5.641, 0.164, 0.020)
C (-0.233, 3.700, -0.051)
C (-1.101, 2.334, 3.009)
C (-2.630, -1.594, -0.110)
C (-1.230, -1.443, -0.623)
C (4.868, 2.370, -0.425)
C (1.831, 3.966, 1.151)
C (-2.832, 3.338, 4.988)
C (1.245, 5.513, -0.596)
C (1.327, 1.002, 2.907)
C (2.130, 5.081, 0.382)
C (-0.821, -0.568, -1.661)
C (-3.107, 2.140, 4.352)
C (2.189, 1.672, 3.779)
H (4.353, 0.381, -3.043)
H (3.699, -0.988, 5.242)
H (2.478, -3.460, -0.836)
H (2.202, 2.751, 3.819)
H (3.717, 1.484, 5.262)
H (0.933, 0.504, -3.591)
H (0.568, -1.060, -4.286)
H (-0.354, -4.489, -0.024)
H (6.654, 0.458, -0.254)
H (3.632, 0.127, 1.698)
H (-2.664, 0.515, -1.932)
H (2.518, 3.678, 1.934)
H (5.881, 1.040, -2.433)
H (1.478, 6.388, -1.187)
H (3.616, -1.524, -0.065)
H (2.117, -2.198, 3.767)
H (2.290, 2.381, -0.836)
H (3.082, 1.776, 1.350)
H (-3.180, -0.656, -0.091)
H (0.584, -0.950, 2.327)
H (5.878, 2.671, -0.702)
H (2.114, -0.805, -3.511)
H (5.696, -0.630, 0.767)
H (-3.177, -2.273, -0.771)
H (1.362, -4.130, -2.005)
H (3.083, -1.054, -1.687)
H (-0.636, 5.161, -1.567)
H (-1.239, 1.525, -2.123)
H (4.346, 3.235, -0.011)
H (0.701, -3.659, 1.102)
H (-1.045, -3.487, 1.244)
H (3.048, 5.626, 0.562)
H (2.287, 1.172, -2.132)
H (2.509, -2.915, -2.513)
H (-1.154, 3.158, -0.241)
H (-2.666, -2.043, 0.881)
H (-1.687, 0.390, -3.384)

Values from the calculation:
Net charge: +1
Largest force on an atom, eV/A: 0.83
<S²>: 6.01
LUMO level (alpha / beta), eV: -2.64 / -3.07
2S+1: 5

No. 3
A 2-piece molecular cluster, C3H9N2O overall in a non-equilibrium geometry. Source: the Open Molecules 2025 dataset; level of theory: the ωB97M-V functional and the def2-TZVPD basis.

Element x y z (Å)
O (0.998, 1.045, -0.557)
N (0.304, -1.179, -0.658)
N (-0.952, 1.933, 1.151)
C (1.500, -1.814, -1.243)
C (-1.328, 0.515, 0.823)
C (0.275, 0.090, -0.447)
H (-0.484, -1.825, -0.435)
H (-2.247, 0.360, 0.208)
H (-1.122, -0.018, 1.753)
H (-0.123, 2.181, 0.545)
H (-0.538, 2.061, 1.987)
H (1.955, -2.515, -0.445)
H (2.254, -0.994, -1.506)
H (1.244, -2.448, -2.199)
H (-1.737, 2.606, 1.024)

Values from the calculation:
Net charge: +1
Largest force on an atom, eV/A: 5.17
LUMO level, eV: -3.30

No. 4
A 2-piece molecular cluster, C10H7Cl6NOS overall in a non-equilibrium geometry. Source: the Open Molecules 2025 dataset; level of theory: the ωB97M-V functional and the def2-TZVPD basis.

Element x y z (Å)
Cl (-1.315, -0.623, -0.360)
Cl (2.803, 2.400, 1.568)
Cl (-0.465, 4.729, -3.192)
Cl (-0.175, 6.422, -0.559)
Cl (3.062, 1.106, -1.286)
Cl (1.126, 5.027, 1.925)
S (-0.548, -3.074, 1.472)
O (0.910, 2.135, -3.015)
N (-3.582, -1.290, 2.397)
C (-1.888, -2.014, 0.509)
C (-1.527, -4.564, 1.028)
C (2.065, 3.148, 0.200)
C (2.167, 2.542, -1.052)
C (1.246, 4.288, 0.388)
C (1.229, 2.917, -2.118)
C (0.828, -3.273, 0.283)
C (-2.900, -1.677, 1.529)
C (0.551, 4.871, -0.711)
C (0.509, 4.195, -1.918)
H (-2.386, -4.561, 1.705)
H (-1.866, -4.520, -0.014)
H (-2.298, -2.781, -0.179)
H (1.358, -4.191, 0.573)
H (-0.905, -5.456, 1.171)
H (1.505, -2.422, 0.416)
H (0.498, -3.334, -0.759)

Values from the calculation:
Net charge: 0
Largest force on an atom, eV/A: 2.65
LUMO level, eV: -2.81

No. 5
C31H28N4O8STc as an isolated structure. Source: the Open Molecules 2025 dataset; level of theory: the ωB97M-V functional and the def2-TZVPD basis.

Element x y z (Å)
Tc (-0.026, -0.271, -0.267)
S (-0.030, -2.754, 2.106)
O (6.218, -2.546, -0.060)
O (0.985, 0.988, 1.117)
O (6.341, -2.245, -2.255)
O (4.544, -2.167, 1.682)
O (-0.497, -1.357, -1.991)
O (-1.684, -2.922, -3.894)
O (2.379, -1.677, 1.962)
O (-0.287, -2.295, 0.685)
N (2.443, -0.960, -2.083)
N (2.191, -1.054, -0.770)
N (0.440, 1.343, -1.356)
N (1.083, 2.404, -0.711)
C (2.219, 4.406, 0.929)
C (1.991, 3.112, 1.386)
C (-5.523, 1.560, 1.305)
C (5.709, -2.187, -1.213)
C (0.214, 1.507, -2.619)
C (-0.727, -0.811, -3.139)
C (4.299, -1.706, -1.218)
C (-2.450, -2.048, 2.971)
C (3.683, -1.339, -2.395)
C (-1.673, -3.313, 2.637)
C (-2.444, -3.159, -2.711)
C (1.296, 2.086, 0.542)
C (-1.328, -1.622, -4.154)
C (-4.403, 1.825, 2.109)
C (-4.058, 0.509, -0.320)
C (-2.904, 0.742, 0.501)
C (-1.496, -1.257, 3.862)
C (-5.312, 0.902, 0.082)
C (3.070, 3.673, 3.466)
C (-0.608, 0.958, -4.836)
C (-0.402, 0.532, -3.508)
C (2.424, 2.748, 2.657)
C (3.287, 4.967, 3.012)
C (-1.522, -1.164, -5.435)
C (3.307, -1.514, -0.217)
C (-0.120, -1.301, 3.192)
C (2.860, 5.330, 1.740)
C (3.396, -1.799, 1.280)
C (-1.150, 0.137, -5.795)
C (-3.138, 1.442, 1.733)
C (-1.642, 0.284, 0.151)
H (1.884, 4.667, -0.066)
H (-0.327, 1.974, -5.090)
H (-6.158, 0.696, -0.567)
H (-1.301, 0.491, -6.807)
H (-3.407, -2.256, 3.453)
H (-4.533, 2.354, 3.049)
H (-2.643, -1.489, 2.052)
H (-3.919, -0.001, -1.266)
H (1.705, -0.651, -2.699)
H (-1.818, -3.168, -1.822)
H (-1.973, -1.842, -6.151)
H (-1.830, -0.229, 3.993)
H (3.413, 3.379, 4.451)
H (-2.285, 1.679, 2.357)
H (-3.212, -2.388, -2.588)
H (-2.075, -3.908, 1.818)
H (0.729, -1.345, 3.870)
H (4.061, -1.336, -3.402)
H (3.790, 5.689, 3.644)
H (5.495, -2.416, 0.697)
H (2.257, 1.729, 2.979)
H (3.032, 6.338, 1.378)
H (-1.448, -1.725, 4.852)
H (-2.926, -4.125, -2.864)
H (-1.529, -3.948, 3.517)
H (-6.516, 1.868, 1.610)
H (0.048, -0.474, 2.500)
H (0.529, 2.452, -3.057)

Values from the calculation:
Net charge: -2
Largest force on an atom, eV/A: 0.57
<S²>: 0.78
LUMO level (alpha / beta), eV: 4.24 / 4.24
2S+1: 2

No. 6
An isolated ion of composition C8H7N4O and charge +1 in a non-equilibrium geometry. Source: the Open Molecules 2025 dataset; level of theory: the ωB97M-V functional and the def2-TZVPD basis.

Element x y z (Å)
O (-1.206, 0.781, 1.093)
N (-0.329, 2.833, -1.776)
N (-0.332, -2.475, 1.774)
N (0.759, 0.960, -0.139)
N (0.890, -0.541, 1.645)
C (-0.980, -2.384, -0.677)
C (-0.585, 1.339, 0.193)
C (0.518, -1.565, 2.334)
C (1.428, 1.457, -1.243)
C (0.925, 2.520, -2.013)
C (1.282, -0.128, 0.557)
C (-0.964, 2.440, -0.707)
C (-0.705, -2.411, 0.569)
H (0.519, -1.554, 3.354)
H (-2.000, 2.678, -0.678)
H (-0.794, -3.108, 2.363)
H (2.457, 0.891, -1.272)
H (1.481, 2.928, -2.947)
H (-2.007, -2.063, -0.948)
H (-0.358, -2.599, -1.484)

Values from the calculation:
Net charge: +1
Largest force on an atom, eV/A: 4.53
LUMO level (alpha / beta), eV: -5.30 / -5.30

No. 7
C28H39BrGdGeN7O4S as an isolated structure. Source: the Open Molecules 2025 dataset; level of theory: the ωB97M-V functional and the def2-TZVPD basis.

Element x y z (Å)
Gd (0.224, 0.876, -0.529)
Br (-3.365, 2.491, 1.711)
Ge (3.126, -0.633, 1.856)
S (0.077, -2.236, 0.346)
O (0.537, 3.114, -0.526)
O (-0.308, -0.782, -2.156)
O (-0.778, 2.233, -2.027)
O (-2.082, 0.225, -0.058)
N (3.268, 2.502, -3.668)
N (1.849, 1.115, -2.672)
N (-0.605, 2.072, 1.939)
N (-1.102, -1.815, -2.011)
N (-3.618, -1.033, 1.022)
N (-4.094, -0.047, -1.054)
N (-0.739, 3.172, -1.044)
C (4.345, -1.449, -3.643)
C (-1.901, -3.717, -0.870)
C (3.774, -2.372, 1.218)
C (1.777, -1.070, 3.238)
C (2.924, 0.387, -3.158)
C (-1.632, 2.692, 2.467)
C (2.093, 2.352, -2.981)
C (-1.024, -2.607, -0.887)
C (-5.476, -0.461, -0.961)
C (5.249, -0.581, -4.278)
C (-4.921, -1.652, 1.124)
C (5.010, 0.779, -4.363)
C (-2.774, -3.988, -1.891)
C (-1.972, -2.059, -3.015)
C (-2.819, -3.133, -2.998)
C (3.174, -0.980, -3.079)
C (2.571, 0.489, 0.386)
C (-3.212, -0.260, -0.031)
C (-1.542, 3.534, 3.570)
C (-2.775, -1.142, 2.195)
C (-0.297, 3.714, 4.140)
C (2.194, 3.211, 4.177)
C (0.592, 2.269, 2.496)
C (4.628, 0.143, 2.889)
C (-5.568, -1.786, -0.237)
C (3.832, 1.244, -3.788)
C (-3.762, 0.929, -2.083)
C (0.813, 3.074, 3.606)
H (1.142, -1.890, 2.896)
H (2.272, 4.101, 4.802)
H (-5.562, -1.068, 1.800)
H (1.425, 1.773, 2.013)
H (4.581, -2.232, 0.496)
H (4.578, -2.505, -3.592)
H (-3.491, -3.293, -3.829)
H (-5.040, -2.541, -0.821)
H (-6.081, 0.303, -0.449)
H (4.925, -0.516, 3.707)
H (-1.842, -4.354, 0.002)
H (-6.608, -2.097, -0.130)
H (-2.426, 4.024, 3.948)
H (-4.016, 0.516, -3.063)
H (3.024, 1.482, 0.514)
H (5.713, 1.442, -4.853)
H (-1.914, -1.327, -3.807)
H (5.487, 0.291, 2.230)
H (-4.336, 1.851, -1.937)
H (-2.482, -2.181, 2.362)
H (-2.705, 1.199, -2.052)
H (2.964, -2.915, 0.731)
H (4.362, 1.114, 3.313)
H (1.126, -0.232, 3.488)
H (4.150, -2.970, 2.052)
H (3.093, 0.035, -0.466)
H (2.937, 3.282, 3.382)
H (6.157, -0.985, -4.707)
H (-4.791, -2.637, 1.583)
H (2.455, 2.342, 4.786)
H (-3.315, -0.770, 3.073)
H (2.466, -1.628, -2.577)
H (2.291, -1.388, 4.149)
H (-5.864, -0.544, -1.979)
H (-1.872, -0.559, 2.049)
H (3.664, 3.375, -3.959)
H (-3.423, -4.853, -1.834)
H (-0.185, 4.370, 4.997)
H (1.451, 3.171, -2.688)

Values from the calculation:
Net charge: -1
Largest force on an atom, eV/A: 0.96
<S²>: 12.12
LUMO level (alpha / beta), eV: 2.40 / 2.40
2S+1: 7

Q: The lowest net charge belongs to which entry?
A: C31H28N4O8STc

Q: What is the largest force on an atom in the fifth record?
A: 0.57 eV/A

Q: What is the net charge in the sixth record?
A: +1